# 1
{
  "formula": "C25H75N15O10",
  "method": "the ωB97M-V functional and the def2-TZVPD basis",
  "orbital_gap_ev": [8.75, 2.95],
  "relative_energy_ev": 3.243,
  "lumo_energy_ev": [-2.02, -7.82],
  "charge": 1,
  "s2": 0.756,
  "e_tot_ev": -69956.2756,
  "multiplicity": 2,
  "elements": ["C", "O", "N", "N", "H", "H", "H", "H", "C", "O", "N", "N", "H", "H", "H", "H", "C", "O", "N", "N", "H", "H", "H", "H", "C", "O", "N", "N", "H", "H", "H", "H", "C", "O", "N", "N", "H", "H", "H", "H", "C", "C", "C", "O", "C", "N", "H", "H", "H", "H", "H", "H", "H", "H", "H", "H", "H", "C", "C", "C", "O", "C", "N", "H", "H", "H", "H", "H", "H", "H", "H", "H", "H", "H", "C", "C", "C", "O", "C", "N", "H", "H", "H", "H", "H", "H", "H", "H", "H", "H", "H", "C", "C", "C", "O", "C", "N", "H", "H", "H", "H", "H", "H", "H", "H", "H", "H", "H", "C", "C", "C", "O", "C", "N", "H", "H", "H", "H", "H", "H", "H", "H", "H", "H", "H"],
  "coordinates": [[-0.40645, 9.27450, -7.33298], [-0.50032, 8.14492, -6.98311], [0.36557, 9.64527, -8.25958], [-1.17631, 10.23971, -7.00210], [0.44735, 10.65181, -8.24208], [1.14116, 9.07531, -8.56568], [-1.03688, 11.12208, -7.47337], [-1.83616, 10.08744, -6.25276], [2.63264, 7.47584, -9.18389], [2.73848, 8.59573, -8.74735], [2.79045, 6.33986, -8.52526], [2.42107, 7.18017, -10.41723], [2.96977, 6.41285, -7.53399], [2.81264, 5.43988, -8.98312], [2.36060, 6.19829, -10.64605], [2.34436, 7.91183, -11.10925], [2.50698, 8.03546, -1.19114], [1.86736, 7.03008, -0.99018], [3.71874, 8.12378, -1.58333], [2.17020, 9.27037, -0.99693], [4.32710, 7.35236, -1.34901], [4.09144, 9.05784, -1.67685], [2.94798, 9.91406, -1.02577], [1.41899, 9.35849, -0.32760], [5.79825, 0.61480, -3.35428], [6.30965, -0.53580, -3.28659], [5.04563, 1.10027, -4.32307], [5.83852, 1.42288, -2.34144], [4.91020, 0.57788, -5.17680], [4.57995, 1.97158, -4.11314], [6.19531, 0.92669, -1.53732], [5.58910, 2.40017, -2.39424], [6.72506, 5.52961, -0.93714], [5.87878, 5.99076, -1.62146], [7.81587, 6.07846, -0.87151], [6.63073, 4.44445, -0.10654], [7.95060, 6.92311, -1.40864], [8.56927, 5.71766, -0.30378], [5.84429, 3.81887, -0.00527], [7.47138, 4.22003, 0.40635], [1.51398, 0.57906, -2.48151], [0.30978, -0.32428, -2.78197], [-0.05400, -0.12323, -4.27078], [-0.61136, 1.17645, -4.50700], [-0.90483, 1.62854, -5.83239], [0.50478, -1.69247, -2.24903], [2.35621, 0.35618, -3.13655], [1.75846, 0.56067, -1.41944], [1.32962, 1.60017, -2.81534], [-0.58272, 0.02824, -2.26499], [-0.71474, -0.96386, -4.48259], [0.82964, -0.26117, -4.89389], [-1.41885, 2.58153, -5.70709], [-1.65715, 1.02440, -6.33948], [-0.01967, 1.75895, -6.45494], [1.17836, -2.06250, -2.90437], [0.93382, -1.63955, -1.33622], [2.24007, 3.57007, -4.85287], [3.45481, 4.44437, -4.48532], [3.17892, 5.92009, -4.09586], [3.02596, 6.68519, -5.34312], [2.84596, 8.08633, -5.16040], [4.23610, 3.69257, -3.47654], [2.53399, 2.53014, -4.99523], [1.73707, 3.93244, -5.74942], [1.46127, 3.51517, -4.09224], [4.04556, 4.42037, -5.40104], [4.07805, 6.40813, -3.71971], [2.36371, 5.97803, -3.37462], [2.56271, 8.45327, -6.14691], [3.73194, 8.58051, -4.76173], [1.94598, 8.21958, -4.56009], [3.54253, 3.71938, -2.74281], [4.98001, 4.34313, -3.26806], [4.00950, 11.74807, -5.39138], [3.19683, 12.61166, -4.41423], [1.86207, 11.89676, -3.89949], [1.15572, 12.89527, -3.17467], [-0.22642, 12.70284, -2.86971], [4.21512, 12.96984, -3.38407], [3.50436, 11.55066, -6.33687], [4.37589, 10.78854, -5.02646], [4.96563, 12.20280, -5.65048], [2.93979, 13.51014, -4.97527], [2.02378, 11.00878, -3.28839], [1.21654, 11.53290, -4.69886], [-0.50857, 13.57688, -2.28274], [-0.45087, 11.84887, -2.23059], [-0.87769, 12.82256, -3.73551], [3.64312, 13.56328, -2.80032], [4.93534, 13.58163, -3.74055], [2.49008, 4.55671, 1.12122], [3.32914, 4.07269, -0.12108], [3.68260, 2.56740, -0.07269], [4.75390, 2.37254, 0.89020], [4.89760, 1.01694, 1.32197], [2.43959, 4.26045, -1.21535], [2.28554, 5.62534, 1.05572], [2.97930, 4.11208, 1.98785], [1.54208, 4.02612, 1.03250], [4.18048, 4.72879, -0.30231], [4.09553, 2.27386, -1.03779], [2.90554, 1.85659, 0.20842], [5.82442, 0.84086, 1.86797], [4.91267, 0.39529, 0.42675], [4.14771, 0.81777, 2.08753], [1.48881, 4.29840, -0.87671], [2.55272, 5.21856, -1.51421], [-0.93977, 7.96093, -3.40443], [-2.44141, 8.39654, -3.34207], [-2.84679, 9.33092, -2.23031], [-2.63338, 8.75413, -0.90575], [-3.18711, 9.58159, 0.12712], [-2.65491, 8.95715, -4.64058], [-0.69164, 7.06203, -3.96880], [-0.56077, 7.63637, -2.43535], [-0.31763, 8.82709, -3.62985], [-2.85895, 7.41517, -3.11698], [-3.92519, 9.43641, -2.34873], [-2.38931, 10.31761, -2.30272], [-2.62955, 10.51804, 0.11008], [-3.10745, 9.17724, 1.13621], [-4.18899, 9.92801, -0.12654], [-2.15302, 8.45054, -5.35580], [-2.04943, 9.76543, -4.62678]],
  "mulliken_spin": [0.000, 0.000, 0.000, 0.000, 0.000, 0.000, 0.000, 0.000, 0.000, 0.000, 0.000, 0.000, 0.000, 0.000, 0.000, 0.000, -0.001, 0.024, 0.001, 0.001, -0.001, 0.000, 0.000, 0.000, 0.000, 0.001, 0.006, 0.008, 0.000, 0.006, 0.000, -0.005, 0.000, -0.001, 0.000, 0.000, 0.000, 0.000, -0.001, 0.000, 0.000, 0.001, 0.000, 0.001, 0.000, 0.003, 0.000, 0.001, -0.001, 0.000, 0.000, 0.000, 0.000, 0.000, 0.000, 0.000, 0.000, 0.009, 0.000, -0.007, 0.001, 0.000, 0.097, -0.003, 0.001, 0.002, 0.014, 0.002, 0.005, 0.001, 0.000, -0.001, 0.055, -0.007, 0.000, 0.000, 0.000, 0.000, 0.000, 0.000, 0.000, 0.000, 0.000, 0.000, 0.000, 0.000, 0.000, 0.000, 0.000, 0.000, 0.000, 0.105, -0.015, 0.097, 0.007, 0.002, 0.630, -0.006, 0.020, 0.008, 0.012, -0.018, -0.006, 0.001, 0.000, 0.000, -0.005, -0.042, 0.000, 0.000, 0.000, 0.000, 0.000, 0.000, 0.000, 0.000, 0.000, 0.000, 0.000, 0.000, 0.000, 0.000, 0.000, 0.000, 0.000]
}



# 2
{
  "formula": "C48H31CuN4S5",
  "method": "the ωB97M-V functional and the def2-TZVPD basis",
  "orbital_gap_ev": [4.80, 4.81],
  "lumo_energy_ev": [0.88, 0.89],
  "charge": -1,
  "s2": 0.753,
  "e_tot_ev": -155058.8011,
  "multiplicity": 2,
  "elements": ["Cu", "C", "C", "C", "C", "C", "C", "C", "C", "C", "C", "C", "N", "C", "C", "C", "C", "C", "C", "C", "C", "C", "C", "C", "C", "C", "N", "C", "C", "C", "C", "C", "C", "C", "C", "C", "C", "C", "C", "N", "C", "C", "N", "C", "C", "C", "C", "C", "C", "H", "H", "H", "H", "H", "H", "H", "H", "H", "H", "H", "H", "H", "H", "H", "H", "H", "H", "H", "H", "H", "H", "H", "H", "H", "H", "H", "H", "C", "S", "C", "C", "S", "S", "C", "S", "S", "H", "H", "H"],
  "coordinates": [[-0.84430, 0.07382, -0.20800], [0.48046, 5.80848, 4.66959], [-0.79382, 5.25378, 4.70894], [-1.12676, 4.21371, 3.84797], [-0.19214, 3.72042, 2.93820], [1.08093, 4.28363, 2.90174], [1.41640, 5.32108, 3.76558], [-0.53958, 2.60468, 2.00481], [-0.55153, 1.30250, 2.49737], [-0.32886, 0.93609, 3.87525], [-0.58075, -0.39227, 3.97017], [-0.91034, -0.84515, 2.64062], [-0.90012, 0.19642, 1.77428], [-1.18130, -2.17620, 2.29074], [-1.18094, -2.64259, 0.98846], [-1.28905, -4.03266, 0.60948], [-0.89035, -4.11199, -0.67719], [-0.59067, -2.75878, -1.11666], [-0.16049, -2.40209, -2.41383], [0.76394, -3.32735, -3.13743], [1.36866, -4.39333, -2.44814], [2.25859, -5.26094, -3.06376], [2.62968, -5.07004, -4.38457], [2.13513, -3.96084, -5.05516], [1.24228, -3.09802, -4.43911], [-0.60141, -1.16115, -2.94332], [-0.91020, -0.07882, -2.18494], [-1.36857, 0.89764, -3.03368], [-1.62167, 2.21836, -2.68808], [-2.05816, 3.16210, -3.76906], [-1.12665, 3.73939, -4.62684], [-1.53464, 4.61043, -5.63210], [-2.88052, 4.91797, -5.78768], [-3.81793, 4.35166, -4.93223], [-3.40744, 3.47957, -3.92866], [-1.42167, 2.74835, -1.41015], [-1.50712, 4.15123, -1.08065], [-1.14164, 4.26788, 0.21864], [-0.87471, 2.93306, 0.69283], [-1.02102, 2.03808, -0.32270], [-1.45248, 0.36942, -4.37424], [-0.96991, -0.88946, -4.32620], [-0.82580, -1.89227, -0.10709], [-1.33123, -3.17335, 3.39522], [-2.53749, -3.30405, 4.07870], [-2.67164, -4.23012, 5.10748], [-1.59513, -5.03151, 5.46784], [-0.38606, -4.90427, 4.79293], [-0.25681, -3.98168, 3.76130], [0.74303, 6.61892, 5.34109], [-1.52971, 5.63071, 5.41122], [-2.11737, 3.77157, 3.87511], [1.80707, 3.89696, 2.19283], [2.41255, 5.74812, 3.73082], [-0.02366, 1.61551, 4.65853], [-0.51632, -1.02561, 4.84600], [-1.61466, -4.83481, 1.25747], [-0.85380, -4.99050, -1.30143], [1.19127, -4.51378, -1.39107], [2.69913, -6.06590, -2.48531], [3.34038, -5.73342, -4.86208], [2.47481, -3.73912, -6.06063], [0.97478, -2.20364, -4.96597], [-0.07564, 3.49936, -4.50062], [-0.79753, 5.05206, -6.29373], [-3.19723, 5.59666, -6.57250], [-4.87034, 4.58726, -5.04652], [-4.13229, 3.03337, -3.25577], [-1.78591, 4.93638, -1.76875], [-1.07582, 5.16448, 0.81919], [-1.84678, 0.89583, -5.23201], [-0.96138, -1.59876, -5.13537], [-3.37253, -2.66955, 3.80014], [-3.61693, -4.32265, 5.63004], [-1.69662, -5.75130, 6.27144], [0.45941, -5.52375, 5.07046], [0.68457, -3.87804, 3.22930], [3.51864, -2.11713, 2.43677], [4.26850, -2.52870, 0.83889], [4.69022, -0.93695, 0.25488], [3.79975, 0.03937, -0.08701], [2.09716, 0.02363, -0.00746], [4.60875, 1.51002, -0.63645], [6.25706, 1.03529, -0.47988], [7.54763, 2.00586, -0.86060], [6.39558, -0.55712, 0.12743], [3.28728, -3.06286, 2.93490], [2.60782, -1.54000, 2.26800], [4.22398, -1.54861, 3.04191]],
  "mulliken_spin": [0.592, 0.000, 0.000, -0.002, -0.006, 0.000, 0.000, -0.001, -0.008, 0.004, 0.006, 0.010, 0.084, -0.020, 0.007, 0.000, 0.006, 0.005, -0.016, 0.001, 0.002, -0.001, 0.001, -0.001, 0.001, 0.011, 0.105, 0.002, -0.007, -0.001, 0.000, 0.000, 0.000, 0.000, 0.000, -0.006, 0.008, 0.001, 0.013, 0.102, 0.007, 0.001, 0.102, 0.004, -0.001, 0.000, 0.000, 0.000, 0.000, 0.000, 0.000, 0.000, 0.000, 0.000, 0.000, -0.001, -0.001, 0.000, 0.000, 0.000, 0.000, 0.000, 0.000, 0.000, 0.000, 0.000, 0.000, 0.000, 0.000, -0.001, 0.000, -0.001, 0.000, 0.000, 0.000, 0.000, 0.000, 0.000, 0.000, 0.000, -0.002, 0.000, 0.000, 0.000, 0.000, 0.000, 0.000, 0.000, 0.000]
}



# 3
{
  "formula": "C5H14N3",
  "method": "the ωB97M-V functional and the def2-TZVPD basis",
  "orbital_gap_ev": 3.74,
  "relative_energy_ev": 9.262,
  "lumo_energy_ev": -8.36,
  "charge": 1,
  "e_tot_ev": -9867.9043,
  "elements": ["C", "C", "C", "C", "N", "C", "N", "N", "H", "H", "H", "H", "H", "H", "H", "H", "H", "H", "H", "H", "H", "H"],
  "coordinates": [[1.85320, -0.25572, -1.04356], [1.11923, -1.52248, -0.75858], [0.20031, -2.17110, -1.50820], [-0.58729, 0.87006, 0.83198], [-3.85436, 0.23142, -0.14874], [-2.93276, 0.29307, 0.69917], [-1.55719, -0.05471, 0.42870], [2.40247, 1.22704, 1.46075], [1.41954, 0.49189, -0.41338], [1.62418, 0.06599, -2.06491], [2.92121, -0.36847, -0.88421], [1.32785, -2.00116, 0.21580], [0.26263, -2.39868, -2.57323], [-0.77545, -2.34073, -1.04983], [-0.72115, 1.73005, 0.16382], [-0.75219, 0.96978, 1.91231], [-3.55142, 0.58000, -1.06087], [-3.18569, 0.52500, 1.73278], [-1.46219, -0.21410, -0.57364], [1.48349, 0.80950, 1.24235], [2.40268, 2.09854, 0.93517], [2.36288, 1.43480, 2.45630]],
  "mulliken_charge": [-0.502, -0.119, -0.737, -0.604, -0.442, 0.040, -0.097, -0.550, -0.214, 0.336, 0.317, 0.327, 0.291, 0.291, 0.456, 0.503, 0.276, 0.377, 0.277, 0.172, 0.310, 0.290]
}



# 4
{
  "formula": "C2HNaO3Rb",
  "method": "the ωB97M-V functional and the def2-TZVPD basis",
  "orbital_gap_ev": 8.26,
  "relative_energy_ev": 0.000,
  "lumo_energy_ev": -3.64,
  "charge": 1,
  "e_tot_ev": -13300.2088,
  "elements": ["O", "C", "O", "C", "O", "Rb", "H", "Na"],
  "coordinates": [[1.43725, 1.02630, 0.30320], [0.91984, 0.09625, -0.28036], [-1.20273, 0.69178, 0.64232], [-0.65363, -0.12801, -0.11739], [-1.08375, -1.20463, -0.54943], [0.02824, 3.17617, 2.29560], [1.42356, -0.39792, -1.13597], [-0.86879, -3.25995, -1.15795]],
  "mulliken_charge": [-0.442, 0.012, -0.583, 0.505, -0.775, 0.968, 0.275, 1.040]
}



# 5
{
  "formula": "C10H16",
  "method": "the ωB97M-V functional and the def2-TZVPD basis",
  "orbital_gap_ev": [2.62, 8.31],
  "relative_energy_ev": 2.801,
  "lumo_energy_ev": [3.73, 3.57],
  "charge": -1,
  "s2": 0.753,
  "e_tot_ev": -10625.5095,
  "multiplicity": 2,
  "elements": ["C", "C", "C", "C", "C", "C", "C", "H", "H", "H", "H", "H", "H", "H", "H", "C", "C", "C", "H", "H", "H", "H", "H", "H", "H", "H"],
  "coordinates": [[-0.31815, 1.81593, 1.63581], [-2.13097, 2.73097, -1.45054], [-2.71825, 1.60158, -1.93950], [-1.49795, 2.68979, -0.26742], [-1.10416, 1.52299, 0.47355], [-2.36175, 0.36548, -1.43316], [-1.53920, 0.32773, -0.25059], [-2.39309, 3.64728, -1.91602], [-3.43490, 1.48348, -2.78047], [-0.95133, 3.53573, 0.14446], [-2.74237, -0.56313, -1.82515], [0.58412, 2.41683, 1.30043], [0.33748, 1.00950, 2.05333], [-1.19588, -0.60397, 0.21708], [-0.87082, 2.08018, 2.59739], [1.78026, -1.58209, 0.43341], [3.19941, -1.75478, -0.15973], [1.04099, -3.10486, 0.74867], [1.85623, -1.23980, 1.42018], [1.17997, -1.04650, -0.38291], [3.12316, -2.33151, -1.23243], [1.80977, -3.88423, 1.26219], [0.30265, -2.56254, 1.37526], [0.63390, -3.58665, -0.15750], [3.54641, -0.69653, -0.37061], [3.86450, -2.27088, 0.50427]],
  "mulliken_spin": [0.286, 0.312, -0.180, -0.038, 0.277, 0.156, 0.074, 0.129, -0.127, -0.043, 0.066, -0.194, -0.298, 0.217, 0.099, 0.370, 0.128, 0.223, -0.145, -0.016, -0.007, -0.013, -0.021, -0.092, -0.104, -0.059]
}



# 6
{
  "formula": "C14H18N4O4S2",
  "method": "the ωB97M-V functional and the def2-TZVPD basis",
  "orbital_gap_ev": 9.53,
  "relative_energy_ev": 1.053,
  "lumo_energy_ev": 0.59,
  "smiles": "CCOc1ccc(S(=O)(=O)NCCC(=O)Nc2nnc(C)s2)cc1",
  "e_tot_ev": -50630.4088,
  "elements": ["C", "C", "O", "C", "C", "C", "C", "S", "O", "O", "N", "C", "C", "C", "O", "N", "C", "N", "N", "C", "C", "S", "C", "C", "H", "H", "H", "H", "H", "H", "H", "H", "H", "H", "H", "H", "H", "H", "H", "H", "H", "H"],
  "coordinates": [[-7.53006, -1.37464, -0.64025], [-6.03208, -1.29169, -0.88712], [-5.45222, -0.63083, 0.22492], [-4.12063, -0.41231, 0.25065], [-3.63858, 0.25543, 1.38446], [-2.29652, 0.53676, 1.50939], [-1.42355, 0.14981, 0.50696], [0.29632, 0.58689, 0.63559], [0.68001, 0.72192, 2.00858], [1.08071, -0.30133, -0.18905], [0.24527, 2.13123, -0.03505], [1.40304, 2.94841, 0.28815], [2.73188, 2.22498, 0.02137], [2.69805, 1.52747, -1.30989], [1.96155, 1.82769, -2.22438], [3.57680, 0.48161, -1.49152], [4.43889, -0.07843, -0.60162], [4.91234, 0.46887, 0.46377], [5.75582, -0.30521, 1.13291], [5.97004, -1.45310, 0.61249], [6.87494, -2.48093, 1.16640], [5.06205, -1.70663, -0.88238], [-1.87974, -0.51193, -0.61356], [-3.22757, -0.79883, -0.74891], [-7.72535, -1.92852, 0.27361], [-8.01459, -1.87638, -1.47274], [-7.94434, -0.37595, -0.53478], [-5.82901, -0.72692, -1.80684], [-5.60665, -2.29903, -0.98878], [-4.34642, 0.53966, 2.14649], [-1.90061, 1.04416, 2.37377], [0.16864, 2.02947, -1.04094], [1.33436, 3.18688, 1.35075], [1.33131, 3.86585, -0.29922], [2.90733, 1.48588, 0.80349], [3.56679, 2.92742, 0.03878], [3.40915, -0.04389, -2.34193], [7.64541, -2.73798, 0.44100], [6.31753, -3.38565, 1.40479], [7.33868, -2.09320, 2.06908], [-1.16942, -0.80795, -1.36931], [-3.56955, -1.31903, -1.62912]],
  "mulliken_charge": [-1.420, -0.262, -0.353, 0.738, -0.838, -0.436, -0.248, 1.584, -0.726, -0.643, -0.316, -0.999, -0.717, 0.366, -0.686, -0.028, 0.467, 0.056, -0.796, 0.520, -0.944, -0.248, -0.681, -0.330, 0.329, 0.418, 0.325, 0.371, 0.360, 0.418, 0.454, 0.353, 0.332, 0.457, 0.584, 0.596, 0.217, 0.297, 0.288, 0.288, 0.472, 0.380]
}